Below is the molecule C4H5NO2, with properties calculated with ωB97M-V with the def2-TZVPD basis set.

Net charge: 0
Frontier orbital gap, eV: 10.58
Structure (SMILES): O=C[C@H]1CN1C=O
E, eV: -9812.0219
Maximum force, eV Å⁻¹: 0.771
HOMO level, eV: -9.94

Each line ends with the natural charge from an NBO analysis.
Atoms and positions in Å:
H  1.324  0.896  1.040  0.226
C  1.445  -0.257  -0.742  0.427
O  -0.443  -1.931  -0.581  -0.544
H  -0.815  1.999  1.046  0.216
H  -1.310  1.362  -0.602  0.211
C  -0.692  1.226  0.285  -0.226
H  -2.125  -1.386  0.398  0.132
N  -0.542  -0.110  0.848  -0.428
H  1.124  -0.361  -1.792  0.140
O  2.464  -0.764  -0.343  -0.509
C  0.637  0.529  0.284  -0.179
C  -1.068  -1.203  0.160  0.536

Below is a structure of composition C3H4N2O2 at a distorted geometry, with properties calculated with ωB97M-V with the def2-TZVPD basis set.

Net charge: 0
Frontier orbital gap, eV: 9.31
E, eV: -10247.6108
Maximum force, eV Å⁻¹: 1.980
HOMO level, eV: -8.67

Each line ends with the natural charge from an NBO analysis.
Atoms and positions in Å:
H  0.390  1.764  0.041  0.238
N  -1.772  -0.328  -0.198  -0.756
O  1.438  0.459  1.197  -0.508
H  -1.947  -0.899  -1.013  0.409
C  1.499  0.048  -0.086  0.849
H  -2.405  0.439  -0.024  0.408
N  0.500  -1.064  -0.221  -0.677
H  0.705  -1.875  0.360  0.400
C  0.113  0.958  0.760  -0.197
C  -0.494  -0.169  0.186  0.410
O  1.973  0.667  -1.001  -0.576

Below is the molecule C24H19ClN2O5, with properties calculated with ωB97M-V with the def2-TZVPD basis set.

Net charge: 0
Frontier orbital gap, eV: 7.68
Structure (SMILES): O=C(COC(=O)CCCN1C(=O)c2cccc3cccc(c23)C1=O)Nc1ccc(Cl)cc1
E, eV: -50939.7587
Maximum force, eV Å⁻¹: 0.780
HOMO level, eV: -8.51

Each line ends with the natural charge from an NBO analysis.
Atoms and positions in Å:
H  1.241  -2.669  2.082  0.226
H  -4.253  -1.689  -1.130  0.246
H  0.257  -1.531  -3.005  0.215
Cl  5.641  -1.760  3.862  0.002
H  0.610  4.469  -2.380  0.216
C  1.308  -0.717  -1.329  0.667
C  2.045  2.225  0.695  -0.222
H  1.455  0.652  2.048  0.242
N  1.410  -1.504  -0.236  -0.630
O  -2.542  -0.577  -2.629  -0.579
H  2.365  3.716  -0.795  0.216
H  -4.239  -0.524  1.106  0.240
C  0.017  -0.928  -2.120  -0.177
O  -0.660  -0.753  1.977  -0.616
C  -2.856  1.079  -0.145  0.691
C  2.205  -2.218  1.904  -0.231
C  0.353  2.965  -0.867  -0.094
C  3.185  -2.287  2.874  -0.221
H  0.581  -2.027  0.019  0.423
C  -3.272  -2.131  -0.944  -0.517
C  4.657  -1.002  1.465  -0.210
C  2.440  -1.538  0.710  0.224
H  -0.349  0.043  -2.472  0.240
C  -2.290  2.819  -1.796  -0.103
C  4.410  -1.677  2.650  -0.061
H  5.613  -0.532  1.301  0.227
C  -2.994  -2.212  0.557  -0.398
H  -1.706  4.325  -3.205  0.222
O  -0.993  -1.587  -1.366  -0.545
H  -1.971  -2.545  0.733  0.220
O  2.140  0.068  -1.728  -0.609
N  -2.327  0.160  0.759  -0.483
H  -3.311  2.758  -2.141  0.243
C  1.152  1.301  1.240  -0.111
C  -0.130  1.190  0.739  -0.198
C  -0.561  2.047  -0.294  0.066
H  -3.263  -3.139  -1.367  0.243
H  3.000  -2.806  3.801  0.230
C  -1.890  1.999  -0.761  -0.185
C  1.664  3.025  -0.351  -0.115
H  3.046  2.286  1.092  0.225
H  -3.671  -2.943  1.001  0.221
O  -4.042  1.088  -0.393  -0.580
C  -3.218  -0.875  1.265  -0.230
C  -1.025  0.133  1.224  0.695
C  -0.090  3.780  -1.930  -0.130
C  -2.268  -1.329  -1.735  0.811
H  3.857  -0.403  -0.425  0.259
C  -1.380  3.701  -2.387  -0.230
C  3.675  -0.933  0.495  -0.262
H  -3.024  -0.994  2.334  0.228

Below is a structure of composition C29H30GaN4OSSi, with properties calculated with ωB97M-V with the def2-TZVPD basis set.

Net charge: +1
Frontier orbital gap, eV: 7.83
E, eV: -109655.1768
Maximum force, eV Å⁻¹: 0.514
HOMO level, eV: -10.85

Each line ends with the natural charge from an NBO analysis.
Atoms and positions in Å:
H  -1.551  -1.543  -8.240  0.234
H  3.264  -2.138  -3.822  0.250
O  0.986  5.311  1.349  -0.624
C  -2.024  -2.572  -5.078  -0.242
H  1.652  5.347  3.666  0.425
Ga  -0.361  -0.990  -1.417  1.196
H  2.180  -2.663  0.280  0.238
C  2.217  -1.868  -3.658  -1.105
C  -1.516  -1.550  -7.159  -0.195
H  -1.230  1.300  5.724  0.217
C  -1.399  -1.526  -4.401  0.190
H  -3.339  -5.344  1.001  0.230
C  0.462  0.821  7.799  -0.631
C  -2.774  -4.251  -0.748  -0.160
N  0.458  3.115  1.721  -0.624
H  1.977  -1.044  -4.332  0.239
H  -1.041  3.878  -2.556  0.243
H  -2.578  -3.407  -6.992  0.237
H  2.538  2.527  7.311  0.213
H  -3.227  -4.961  -1.431  0.221
C  0.645  1.774  6.650  -0.034
H  -0.129  4.734  -0.403  0.283
H  2.762  0.936  -1.979  0.239
H  1.604  -2.725  -3.947  0.240
H  0.023  0.673  0.957  0.209
C  -2.127  -3.112  -1.219  -0.166
C  -0.200  1.418  0.200  0.027
Si  1.958  -1.421  -1.863  1.100
H  -0.437  0.305  -7.054  0.230
C  -0.324  1.891  5.658  -0.194
H  3.403  -3.192  -0.878  0.247
C  -2.092  -2.596  -6.469  -0.192
C  -0.295  3.680  -0.559  -0.168
C  -2.032  -2.785  -2.646  0.137
C  0.866  4.385  2.122  0.798
H  -1.175  -1.733  1.720  0.204
C  -0.820  -0.474  -5.107  -0.246
H  0.359  -0.206  7.447  0.223
H  -0.992  2.898  3.895  0.221
C  -2.271  -3.546  1.490  -0.171
C  0.969  3.557  4.499  0.114
H  -0.436  1.063  8.369  0.228
C  1.940  3.460  5.488  -0.230
C  1.770  2.585  6.549  -0.136
H  1.310  0.858  8.480  0.223
N  1.162  4.493  3.452  -0.618
N  -1.432  -1.675  -3.016  -0.612
C  -2.840  -4.465  0.616  -0.202
C  -0.180  2.777  4.601  -0.259
N  -0.663  0.967  -0.965  -0.542
H  2.833  4.070  5.424  0.220
H  -2.335  -3.717  2.557  0.225
H  1.735  -3.750  -1.031  0.242
H  0.583  2.365  2.383  0.418
C  -0.884  -0.498  -6.484  -0.175
C  -1.613  -2.422  1.006  -0.230
S  -2.630  -3.736  -3.940  0.498
C  2.998  0.056  -1.375  -1.105
C  -0.002  2.772  0.460  0.163
H  -1.362  1.434  -2.859  0.215
H  4.062  -0.157  -1.504  0.251
C  -1.524  -2.179  -0.362  -0.396
C  -0.791  3.194  -1.757  -0.196
H  -0.323  0.334  -4.586  0.221
C  -0.965  1.838  -1.939  0.018
C  2.358  -2.890  -0.774  -1.102
H  2.842  0.320  -0.326  0.233

Number 1: LUMO energy 0.64 eV. Number 2: LUMO energy 0.64 eV. Number 3: LUMO energy -0.83 eV. Number 4: LUMO energy -3.01 eV.